Version A
Computed, not measured: 2 unconnected molecules or ions with the total composition C3H10S, with wB97M-V/def2-TZVPD.

Computed properties:
* spin multiplicity: 1
* molar mass: 78.2 g mol⁻¹
* structure (SMILES): CSC.C
* HOMO level: -8.4 eV
* HOMO-LUMO gap: 9.5 eV

Positions of all 14 atoms, in Å:
1 C -0.551 -3.666 1.347
2 S -0.071 -4.984 0.199
3 C 0.567 -3.890 -1.152
4 H -1.684 -3.838 1.539
5 H -0.396 -2.515 1.117
6 H -0.264 -3.906 2.382
7 H -0.010 -2.965 -1.263
8 H 1.628 -3.791 -1.048
9 H 0.273 -4.517 -1.928
10 C 0.094 6.810 -0.264
11 H -0.800 6.310 0.126
12 H 0.806 6.889 0.573
13 H -0.347 7.735 -0.564
14 H 0.756 6.329 -1.064

***

Version B
Computed, not measured: 2 unconnected molecules or ions with the total composition C3H10S, with wB97M-V/def2-TZVPD.

Computed properties:
* spin multiplicity: 1
* molar mass: 78.2 g mol⁻¹
* structure (SMILES): CCC.S
* HOMO level: -9.8 eV
* HOMO-LUMO gap: 10.7 eV

Positions of all 14 atoms, in Å:
1 C 0.492 0.914 -0.555
2 C 1.368 0.347 0.573
3 C 0.472 0.214 1.858
4 H 0.742 1.907 -0.924
5 H 0.415 0.198 -1.368
6 H -0.542 1.143 -0.255
7 H 1.735 -0.610 0.198
8 H 2.238 0.875 0.948
9 H 1.068 0.132 2.769
10 H -0.133 -0.667 1.648
11 H -0.166 1.079 2.025
12 S -2.684 -1.604 -1.747
13 H -1.654 -1.482 -2.638
14 H -3.351 -2.446 -2.531

***

Which one sits at the top of the stability order? version B does.

***

Version A
Computed, not measured: 2 unconnected molecules or ions with the total composition C5H7F3, with wB97M-V/def2-TZVPD.

Computed properties:
* spin multiplicity: 1
* molar mass: 124.1 g mol⁻¹
* HOMO level: -9.2 eV
* HOMO-LUMO gap: 10.1 eV

Positions of all 15 atoms, in Å:
1 C -0.140 0.864 -2.214
2 C 0.104 1.298 -1.013
3 C -0.984 -0.197 1.553
4 C -0.017 -0.991 0.643
5 C 1.222 -0.262 0.217
6 F 0.315 -2.141 1.308
7 F 2.128 -0.865 -0.540
8 F 1.920 0.323 1.158
9 H -0.698 1.499 -3.002
10 H 0.103 -0.274 -2.447
11 H 0.163 2.258 -0.553
12 H -1.869 -0.895 1.590
13 H -1.205 0.834 0.991
14 H -0.535 0.004 2.486
15 H -0.507 -1.456 -0.178

***

Version B
Computed, not measured: C5H7F3 in the gas phase, with wB97M-V/def2-TZVPD.

Computed properties:
* spin multiplicity: 1
* molar mass: 124.1 g mol⁻¹
* structure (SMILES): CC1(C)[C@@H](F)C1(F)F
* HOMO level: -9.8 eV
* HOMO-LUMO gap: 10.7 eV

Positions of all 15 atoms, in Å:
1 C -0.071 0.910 0.975
2 C 0.535 -0.110 0.001
3 C -0.471 -1.152 -0.390
4 C 1.786 0.653 -0.951
5 F 1.991 1.905 -0.716
6 C 2.009 -0.380 0.114
7 F 2.374 -1.649 -0.343
8 F 2.809 -0.298 1.177
9 H -1.108 0.619 1.288
10 H -0.375 1.969 0.494
11 H 0.649 1.090 1.815
12 H -0.215 -1.944 -0.982
13 H -1.316 -0.540 -0.835
14 H -0.864 -1.619 0.565
15 H 2.005 0.309 -1.974

***

Which one sits at the top of the stability order? version B does.

***

Version A
Computed, not measured: C4H2OS in the gas phase, with wB97M-V/def2-TZVPD.

Computed properties:
* spin multiplicity: 1
* molar mass: 98.1 g mol⁻¹
* structure (SMILES): O=CC#CC=S
* HOMO level: -9.6 eV
* HOMO-LUMO gap: 7.5 eV

Positions of all 8 atoms, in Å:
1 O 2.982 0.300 -0.102
2 C 2.064 -0.533 -0.021
3 C 0.563 -0.259 -0.078
4 C -0.640 0.097 -0.015
5 C -1.971 0.556 -0.030
6 S -3.347 -0.304 -0.073
7 H 2.284 -1.635 0.175
8 H -1.935 1.778 0.144

***

Version B
Computed, not measured: C4H2OS in the gas phase, with wB97M-V/def2-TZVPD.

Computed properties:
* spin multiplicity: 1
* molar mass: 98.1 g mol⁻¹
* structure (SMILES): C#CC(=S)C=O
* HOMO level: -9.7 eV
* HOMO-LUMO gap: 7.8 eV

Positions of all 8 atoms, in Å:
1 C 0.049 -0.072 -2.149
2 C -0.135 0.155 -1.010
3 C -0.322 0.362 0.378
4 S -1.296 1.536 0.938
5 C 0.348 -0.444 1.411
6 O 0.930 -1.460 1.197
7 H 0.221 -0.048 -3.185
8 H 0.204 -0.029 2.420

***

Which one sits at the top of the stability order? version B does.

***

Version A
Computed, not measured: C7H13NOS in the gas phase, with wB97M-V/def2-TZVPD.

Computed properties:
* spin multiplicity: 1
* molar mass: 159.3 g mol⁻¹
* structure (SMILES): C[C@@H]1SCC(C)(C)NC1=O
* HOMO level: -8.7 eV
* HOMO-LUMO gap: 9.3 eV

Positions of all 23 atoms, in Å:
1 C -3.133 0.076 -0.886
2 C -1.640 -0.371 -0.820
3 S -1.345 -0.958 0.915
4 C 0.451 -1.345 0.617
5 C 1.182 0.060 0.408
6 C 2.691 -0.276 0.167
7 C 0.910 0.930 1.632
8 N 0.623 0.847 -0.768
9 C -0.630 0.653 -1.220
10 O -0.920 1.258 -2.294
11 H -3.348 1.021 -0.385
12 H -3.342 0.068 -1.955
13 H -3.729 -0.698 -0.422
14 H -1.425 -1.355 -1.366
15 H 0.577 -2.072 -0.231
16 H 0.776 -1.978 1.514
17 H 3.221 0.741 0.039
18 H 2.959 -0.922 0.981
19 H 2.812 -0.898 -0.799
20 H -0.153 1.096 1.770
21 H 1.329 1.908 1.457
22 H 1.239 0.403 2.579
23 H 0.895 1.811 -0.935

***

Version B
Computed, not measured: C7H13NOS in the gas phase, with wB97M-V/def2-TZVPD.

Computed properties:
* spin multiplicity: 1
* molar mass: 159.3 g mol⁻¹
* HOMO level: -8.7 eV
* HOMO-LUMO gap: 8.7 eV

Positions of all 23 atoms, in Å:
1 C -0.506 -2.129 -1.608
2 C 1.061 -2.044 -1.495
3 C 0.231 0.449 -0.830
4 C -0.435 1.538 -1.561
5 C -1.053 0.479 1.376
6 C 1.185 -0.577 1.327
7 C 0.409 0.441 0.593
8 N -1.095 -1.134 -1.012
9 O -0.966 -3.181 -2.051
10 S 1.491 -0.326 -1.851
11 H 1.497 -2.393 -0.649
12 H 1.456 -2.417 -2.383
13 H 0.172 2.459 -1.661
14 H -1.368 1.730 -1.042
15 H -0.644 1.201 -2.672
16 H -1.529 1.377 1.091
17 H -0.793 0.557 2.419
18 H -1.485 -0.449 1.126
19 H 2.079 -0.837 0.810
20 H 0.509 -1.292 1.631
21 H 1.491 0.116 2.238
22 H 0.777 1.492 0.910
23 H -2.066 -0.961 -1.075

***

Which one sits at the top of the stability order? version A does.

***

Version A
Computed, not measured: a molecular structure, C29H25Cl4F7MoN3O8S3, with wB97M-V/def2-TZVPD.

Computed properties:
* spin multiplicity: 3
* molar mass: 1010.5 g mol⁻¹
* HOMO level (alpha / beta): -3.9 / -3.2 eV
* HOMO-LUMO gap (alpha / beta): 6.1 / 5.4 eV
* charge: -1

Positions of all 80 atoms, in Å:
1 Mo -0.041 -0.538 -0.011
2 F 1.857 -1.921 -3.840
3 C 1.857 -0.592 -3.756
4 F 2.607 -0.222 -2.724
5 F 2.403 -0.094 -4.871
6 S 0.117 0.005 -3.590
7 O -0.318 -0.504 -2.305
8 O -0.539 -0.502 -4.752
9 N 0.223 1.566 -3.657
10 S 0.406 2.468 -2.378
11 O 1.132 1.843 -1.296
12 O -0.758 3.242 -2.059
13 C 1.590 3.707 -3.051
14 F 1.862 4.586 -2.076
15 F 2.731 3.146 -3.442
16 F 1.065 4.371 -4.080
17 Cl 7.228 -2.632 0.907
18 C 5.532 -2.386 0.534
19 C 4.930 -1.182 0.845
20 C 3.591 -1.006 0.548
21 Cl 2.887 0.547 0.926
22 C 2.784 -1.994 -0.064
23 O 1.543 -1.866 -0.355
24 C 3.477 -3.197 -0.360
25 Cl 2.590 -4.482 -1.121
26 C 4.811 -3.399 -0.074
27 H 5.492 -0.384 1.308
28 H 5.281 -4.340 -0.321
29 C -0.752 -1.119 5.755
30 C 0.036 -2.184 5.010
31 N -0.741 -2.835 3.963
32 C -1.472 -4.032 4.374
33 C -0.681 -5.304 4.120
34 C -0.769 -2.389 2.682
35 S -0.004 -0.894 2.348
36 N -1.466 -3.213 1.863
37 C -1.713 -3.000 0.583
38 O -1.360 -2.064 -0.197
39 C -2.573 -4.059 -0.077
40 C -2.852 -3.956 -1.435
41 C -3.636 -4.919 -2.055
42 C -4.138 -5.986 -1.323
43 C -3.854 -6.095 0.032
44 C -3.073 -5.132 0.653
45 H -0.149 -0.694 6.559
46 H -1.656 -1.542 6.199
47 H -1.042 -0.316 5.080
48 H 0.352 -2.971 5.699
49 H 0.939 -1.765 4.568
50 H -2.424 -4.061 3.849
51 H -1.687 -3.913 5.439
52 H -0.479 -5.408 3.055
53 H -1.241 -6.179 4.456
54 H 0.272 -5.289 4.652
55 H -2.445 -3.127 -1.998
56 H -3.848 -4.834 -3.113
57 H -4.747 -6.737 -1.812
58 H -4.239 -6.929 0.605
59 H -2.837 -5.202 1.705
60 Cl -4.587 2.635 -0.498
61 C -3.762 1.478 0.583
62 C -2.283 1.738 0.638
63 O -1.955 2.909 1.180
64 O -1.474 0.912 0.261
65 H -3.927 0.477 0.199
66 H -4.209 1.596 1.568
67 F 0.255 7.976 4.091
68 C 0.047 6.792 3.469
69 C -0.943 6.711 2.511
70 C -1.152 5.497 1.875
71 C -0.386 4.384 2.203
72 C -0.554 3.079 1.488
73 C 0.597 4.503 3.178
74 C 0.829 5.711 3.819
75 H -1.528 7.587 2.271
76 H -1.918 5.416 1.116
77 H -0.227 2.239 2.106
78 H 0.009 3.056 0.555
79 H 1.194 3.637 3.440
80 H 1.590 5.819 4.579

***

Version B
Computed, not measured: a molecular structure, C29H25Cl4F7MoN3O8S3, with wB97M-V/def2-TZVPD.

Computed properties:
* spin multiplicity: 3
* molar mass: 1010.5 g mol⁻¹
* HOMO level (alpha / beta): -5.9 / -5.9 eV
* HOMO-LUMO gap (alpha / beta): 7.2 / 7.3 eV
* charge: -1

Positions of all 80 atoms, in Å:
1 Mo -0.674 -0.086 -0.740
2 F -3.632 4.464 3.275
3 C -2.983 4.988 2.235
4 F -1.994 5.754 2.692
5 F -3.834 5.759 1.552
6 S -2.345 3.667 1.118
7 O -3.518 2.928 0.737
8 O -1.609 4.377 0.117
9 N -1.382 2.941 2.135
10 S -1.269 1.437 2.498
11 O -1.469 0.529 1.380
12 O -0.132 1.210 3.331
13 C -2.705 1.041 3.589
14 F -3.861 1.120 2.937
15 F -2.734 1.888 4.618
16 F -2.571 -0.199 4.061
17 Cl -7.333 -1.102 1.836
18 C -5.768 -1.214 1.091
19 C -4.728 -1.815 1.777
20 C -3.478 -1.906 1.194
21 Cl -2.194 -2.679 2.044
22 C -3.220 -1.384 -0.078
23 O -2.032 -1.460 -0.656
24 C -4.319 -0.816 -0.721
25 Cl -4.297 -2.947 -2.937
26 C -5.584 -0.719 -0.185
27 H -4.884 -2.212 2.769
28 H -6.401 -0.297 -0.751
29 C 3.264 -4.239 -0.292
30 C 2.992 -3.584 1.055
31 N 3.231 -2.141 1.062
32 C 4.559 -1.672 1.472
33 C 5.453 -1.295 0.298
34 C 2.292 -1.260 0.674
35 S 0.789 -1.897 0.150
36 N 2.682 0.030 0.789
37 C 1.992 1.058 0.373
38 O 0.875 1.043 -0.251
39 C 2.518 2.415 0.675
40 C 1.711 3.525 0.441
41 C 2.183 4.793 0.741
42 C 3.457 4.956 1.264
43 C 4.265 3.848 1.495
44 C 3.795 2.579 1.206
45 H 3.030 -5.303 -0.240
46 H 4.312 -4.135 -0.578
47 H 2.644 -3.795 -1.069
48 H 3.637 -4.011 1.823
49 H 1.962 -3.763 1.360
50 H 5.008 -2.483 2.044
51 H 4.433 -0.819 2.135
52 H 5.617 -2.145 -0.366
53 H 6.423 -0.953 0.661
54 H 4.996 -0.490 -0.276
55 H 0.714 3.400 0.041
56 H 1.544 5.650 0.569
57 H 3.823 5.948 1.499
58 H 5.258 3.977 1.905
59 H 4.404 1.704 1.387
60 Cl -4.097 -0.244 -2.372
61 C -3.944 1.586 -2.147
62 C -2.476 1.964 -2.284
63 O -2.101 2.667 -3.188
64 O -1.748 1.463 -1.327
65 H -4.328 1.825 -1.159
66 H -4.544 1.996 -2.953
67 F 2.077 -5.391 -3.958
68 C 1.506 -4.184 -3.699
69 C 2.312 -3.065 -3.668
70 C 1.725 -1.839 -3.387
71 C 0.356 -1.727 -3.147
72 C -0.263 -0.414 -2.806
73 C -0.426 -2.884 -3.202
74 C 0.147 -4.118 -3.475
75 H 3.373 -3.159 -3.857
76 H 2.344 -0.949 -3.351
77 H -1.230 -0.316 -3.311
78 H 0.356 0.428 -3.134
79 H -1.497 -2.825 -3.025
80 H -0.455 -5.016 -3.516

***

Which one sits at the top of the stability order? version A does.

***

Version A
Computed, not measured: 2 unconnected molecules or ions with the total composition C3H4ClF, with wB97M-V/def2-TZVPD.

Computed properties:
* spin multiplicity: 1
* molar mass: 94.5 g mol⁻¹
* HOMO level (alpha / beta): -9.4 / -9.0 eV
* HOMO-LUMO gap (alpha / beta): 9.0 / 8.8 eV

Positions of all 9 atoms, in Å:
1 C -0.519 0.861 -0.190
2 C -0.612 -0.518 0.299
3 C 0.510 -0.260 -0.616
4 F -1.601 -1.328 -0.005
5 Cl 1.995 -0.063 0.356
6 H -1.297 1.267 -0.931
7 H 0.013 1.572 0.380
8 H 0.827 -0.859 2.261
9 H 0.683 -0.672 -1.555

***

Version B
Computed, not measured: 2 unconnected molecules or ions with the total composition C3H4ClF, with wB97M-V/def2-TZVPD.

Computed properties:
* spin multiplicity: 1
* molar mass: 94.5 g mol⁻¹
* structure (SMILES): FC1=CC1.Cl
* HOMO level: -9.3 eV
* HOMO-LUMO gap: 9.9 eV

Positions of all 9 atoms, in Å:
1 F 0.183 0.963 -0.187
2 C 0.761 -0.099 0.313
3 C 1.942 -0.567 0.610
4 C 0.775 -1.495 0.903
5 H 3.018 -0.398 0.794
6 H 0.543 -2.438 0.357
7 H 0.506 -1.473 1.959
8 Cl -0.245 -4.367 -1.868
9 H 0.726 -3.757 -2.639

***

Which one sits at the top of the stability order? version B does.

***

Version A
Computed, not measured: a molecular structure, C4H15N5, with wB97M-V/def2-TZVPD.

Computed properties:
* spin multiplicity: 1
* molar mass: 133.2 g mol⁻¹
* HOMO level: -7.4 eV
* HOMO-LUMO gap: 8.2 eV

Positions of all 24 atoms, in Å:
1 C -0.477 1.593 -1.510
2 C -0.290 -0.727 -2.237
3 C 1.391 -1.327 0.279
4 N -0.323 0.187 -1.086
5 C 0.796 0.056 0.259
6 N 1.458 1.141 0.476
7 H 2.371 0.955 0.878
8 H 0.410 1.903 -2.059
9 H -0.560 2.215 -0.625
10 H -1.388 1.693 -2.105
11 H -1.162 -0.555 -2.872
12 H 0.616 -0.549 -2.818
13 H -0.297 -1.757 -1.891
14 H 0.677 -2.129 0.449
15 H 2.136 -1.370 1.072
16 H 1.902 -1.528 -0.666
17 N -0.741 -0.074 1.343
18 N -0.782 1.042 2.226
19 N -0.943 -1.304 2.021
20 H -1.100 -0.026 -0.371
21 H -1.475 1.707 1.895
22 H 0.129 1.517 2.164
23 H -1.926 -1.371 2.278
24 H -0.421 -1.291 2.900

***

Version B
Computed, not measured: a molecular structure, C4H15N5, with wB97M-V/def2-TZVPD.

Computed properties:
* spin multiplicity: 1
* molar mass: 133.2 g mol⁻¹
* HOMO level: -7.2 eV
* HOMO-LUMO gap: 7.9 eV

Positions of all 24 atoms, in Å:
1 C -1.243 -1.068 0.181
2 C 1.708 0.067 -0.593
3 C 0.020 2.324 -0.208
4 C -1.119 -2.500 -0.244
5 N 1.310 -0.915 0.128
6 N 1.700 -0.930 1.447
7 N -1.477 -0.066 -0.613
8 N -1.300 -0.826 1.525
9 N 0.582 2.985 -1.380
10 H 1.779 -0.014 1.893
11 H 1.091 -1.540 1.976
12 H -0.655 1.182 -0.450
13 H -1.484 -0.319 -1.594
14 H -1.472 0.133 1.791
15 H -1.234 -1.605 2.158
16 H -0.064 2.921 -2.162
17 H 1.440 2.525 -1.670
18 H 1.440 0.059 -1.637
19 H 2.399 0.826 -0.231
20 H 0.710 2.456 0.628
21 H -0.868 2.889 0.093
22 H -0.727 -2.563 -1.255
23 H -0.441 -3.034 0.418
24 H -2.097 -2.986 -0.204

***

Which one sits at the top of the stability order? version B does.

***

Version A
Computed, not measured: C5H9B in the gas phase, with wB97M-V/def2-TZVPD.

Computed properties:
* spin multiplicity: 1
* molar mass: 79.9 g mol⁻¹
* HOMO level (alpha / beta): -7.5 / -6.6 eV
* HOMO-LUMO gap (alpha / beta): 7.8 / 6.3 eV

Positions of all 15 atoms, in Å:
1 B -0.270 -1.229 -0.053
2 C -0.250 1.606 1.423
3 C 0.755 0.681 1.585
4 C -1.213 1.742 0.372
5 C 0.889 -0.446 0.685
6 C -0.342 -1.652 -1.581
7 H -0.352 2.461 2.098
8 H 1.203 0.611 2.613
9 H -1.047 1.153 -0.539
10 H -2.129 2.213 0.445
11 H 1.552 -1.283 1.114
12 H 1.333 -0.034 -0.228
13 H -0.549 -2.669 -1.794
14 H 0.747 -1.519 -1.683
15 H -0.883 -0.848 -2.174

***

Version B
Computed, not measured: 2 unconnected molecules or ions with the total composition C5H9B, with wB97M-V/def2-TZVPD.

Computed properties:
* spin multiplicity: 1
* molar mass: 79.9 g mol⁻¹
* structure (SMILES): C/B=C\C.C#C
* HOMO level: -7.7 eV
* HOMO-LUMO gap: 8.3 eV

Positions of all 15 atoms, in Å:
1 C -1.735 1.407 -0.241
2 B -0.561 0.647 0.465
3 C 0.655 0.365 1.179
4 C 1.950 1.004 0.755
5 H -1.739 2.498 0.003
6 H -2.651 1.160 0.211
7 H -1.794 1.357 -1.328
8 H 0.759 -0.690 1.655
9 H 2.850 0.797 1.371
10 H 2.213 0.496 -0.230
11 H 1.710 2.114 0.592
12 C -0.646 -2.419 -1.350
13 C -0.032 -3.390 -1.016
14 H -1.196 -1.552 -1.664
15 H 0.513 -4.252 -0.741

***

Which one sits at the top of the stability order? version B does.